Record 1
{
  "formula": "C14H41N11NbO8",
  "method": "ωB97M-V/def2-TZVPD",
  "elements": ["C", "C", "O", "O", "C", "C", "C", "C", "C", "Nb", "O", "C", "C", "N", "H", "H", "H", "H", "H", "H", "H", "H", "H", "H", "H", "H", "H", "H", "H", "H", "H", "H", "H", "H", "H", "C", "O", "N", "N", "H", "H", "H", "H", "C", "O", "N", "N", "H", "H", "H", "H", "C", "O", "N", "N", "H", "H", "H", "H", "C", "O", "N", "N", "H", "H", "H", "H", "C", "O", "N", "N", "H", "H", "H", "H"],
  "positions_angstrom": [[3.633185, 5.446089, 0.730262], [4.011624, 3.835608, 0.922637], [4.034064, 3.353781, 2.169797], [4.239905, 3.073847, -0.314155], [3.861304, 1.659401, -0.184593], [2.266029, 1.389327, 0.104694], [1.398761, 0.889761, -1.185922], [0.908811, 2.036069, -2.228843], [0.928812, 3.574446, -1.718990], [-0.909122, 4.345979, -0.640981], [0.068311, 4.212739, 1.272730], [-1.808341, 2.318286, -0.235832], [-1.980339, 2.010761, 1.394407], [-0.964441, 1.346602, 2.087377], [2.616094, 5.594668, 0.148752], [4.472778, 6.042075, 0.137954], [3.489464, 5.979799, 1.785638], [4.120184, 1.148184, -1.229248], [4.553896, 1.151666, 0.629740], [2.228722, 0.498341, 0.898726], [1.709641, 2.288925, 0.628228], [0.526970, 0.196992, -0.766132], [2.105593, 0.144610, -1.794703], [1.554644, 1.936144, -3.225163], [-0.200742, 1.749253, -2.563978], [1.047391, 4.249757, -2.698309], [1.871680, 3.878744, -1.052715], [-2.318839, 5.092525, 0.221062], [-0.225579, 6.031416, -0.813958], [-1.809154, 4.523394, -2.243406], [0.141195, 5.123170, 1.685800], [-1.300087, 1.383346, -0.703942], [-2.926605, 2.331721, -0.654158], [-2.973117, 2.356386, 1.950670], [-0.248007, 1.168506, 1.333871], [-1.565461, -0.440764, -4.061058], [-2.019570, 0.260394, -3.170627], [-1.753260, -1.772076, -4.105743], [-0.836595, 0.055134, -5.077164], [-1.387376, -2.366044, -4.830608], [-2.296556, -2.185764, -3.359394], [-0.671722, 1.053280, -5.081466], [-0.454398, -0.506211, -5.819418], [1.763785, 0.027573, 5.578581], [2.087008, -0.471525, 6.644945], [2.277709, 1.188317, 5.133371], [0.864749, -0.538464, 4.753372], [2.024089, 1.614921, 4.258280], [2.958192, 1.647431, 5.724560], [0.453580, -1.413633, 5.050889], [0.585950, -0.142717, 3.871454], [-0.653513, -4.540876, 5.215979], [-0.371161, -3.382284, 4.953976], [-0.740000, -5.498886, 4.275556], [-0.903492, -4.963209, 6.468488], [-0.971125, -6.458144, 4.471779], [-0.559238, -5.223010, 3.319228], [-0.848935, -4.273463, 7.206574], [-1.137473, -5.912930, 6.703872], [0.491312, -3.706574, 0.569836], [-0.064900, -4.515871, 1.295350], [-0.163248, -3.004276, -0.372494], [1.808506, -3.444724, 0.647710], [0.277321, -2.333615, -0.979298], [-1.156717, -3.171414, -0.464313], [2.338520, -3.952087, 1.344249], [2.284270, -2.781868, 0.059158], [-4.836215, -4.112532, -5.057468], [-4.512992, -4.611630, -3.991104], [-4.322291, -2.951788, -5.502677], [-5.735251, -4.678569, -5.882677], [-4.575911, -2.525184, -6.377768], [-3.641808, -2.492674, -4.911488], [-6.146420, -5.553738, -5.585160], [-6.014050, -4.282822, -6.764595]],
  "forces_ev_per_a": [[0.142, 0.255, -0.201], [-0.427, -0.923, 4.508], [0.034, 2.168, -7.927], [-1.302, 1.105, 3.481], [-0.031, -1.594, -0.205], [-0.303, -0.654, 0.790], [0.896, -0.862, 0.087], [-0.503, -0.385, -0.956], [1.579, 0.775, -1.587], [2.222, -2.270, 2.575], [-0.947, 2.167, -1.600], [-2.677, -1.869, 2.108], [3.212, -1.853, 0.296], [-3.948, 2.567, -3.448], [2.082, -0.675, 1.067], [-1.704, -1.522, 1.174], [0.505, -1.655, -2.237], [-0.437, 1.371, 2.175], [-1.604, 1.129, -1.528], [0.132, 1.860, -1.642], [1.341, -1.580, -1.059], [1.579, 1.717, -0.932], [-1.433, 1.396, 1.224], [-1.120, 0.142, 2.083], [2.386, 0.648, 0.733], [-0.142, -1.404, 1.898], [-1.864, -0.983, -1.508], [-0.522, 0.609, -0.281], [-0.123, 0.454, 0.043], [0.084, 0.252, 0.317], [-0.068, -1.631, -0.613], [-0.808, 1.645, 0.767], [2.242, -0.028, 0.652], [2.392, -0.731, -1.119], [-0.719, 0.232, 0.901], [-0.265, 1.146, 0.833], [0.020, -0.313, -0.196], [-0.593, -1.699, 0.248], [0.667, 0.864, -0.991], [0.046, 0.051, 0.185], [0.291, 0.041, -0.117], [-0.008, -0.328, 0.048], [-0.048, 0.106, 0.176], [-0.397, -0.394, -0.145], [0.283, -0.154, 0.635], [0.953, 1.325, -0.001], [-0.527, -0.755, -0.249], [-0.019, -0.030, 0.090], [-0.296, -0.178, -0.314], [0.022, 0.075, -0.199], [-0.152, 0.123, 0.111], [0.198, 0.566, -0.535], [-0.008, 0.062, 0.097], [0.021, -0.609, -1.077], [-0.242, -0.020, 1.746], [0.041, 0.245, 0.017], [0.013, -0.005, -0.045], [-0.001, -0.275, -0.279], [0.057, 0.216, -0.092], [-0.256, -0.117, 0.258], [-0.158, -0.363, 0.222], [-1.007, 0.286, -0.837], [1.394, -0.188, 0.372], [-0.083, -0.018, 0.154], [0.369, 0.156, 0.079], [-0.209, 0.290, -0.227], [-0.137, -0.053, 0.145], [0.259, -0.147, 0.676], [0.069, -0.031, 0.034], [0.710, 1.021, -0.182], [-1.089, -1.064, -0.652], [0.003, -0.066, 0.197], [-0.274, 0.058, -0.290], [0.149, 0.365, -0.136], [0.058, -0.061, 0.204]],
  "charge": -1,
  "homo_ev": -4.858,
  "fmax_ev_per_a": 8.22,
  "orbital_gap_ev": 6.57,
  "e_tot_ev": -49500.9812
}

Record 2
{
  "formula": "C32H37AsBrINO6W",
  "method": "ωB97M-V/def2-TZVPD",
  "elements": ["W", "C", "O", "C", "C", "O", "C", "C", "O", "C", "H", "H", "H", "H", "H", "H", "H", "H", "H", "H", "H", "H", "H", "H", "N", "C", "C", "O", "O", "H", "H", "H", "H", "O", "As", "C", "C", "C", "C", "C", "C", "C", "C", "C", "C", "C", "C", "C", "C", "C", "C", "C", "C", "H", "H", "H", "H", "H", "H", "H", "H", "H", "H", "H", "H", "H", "H", "H", "Br", "C", "C", "C", "C", "C", "C", "I", "H", "H", "H", "H"],
  "positions_angstrom": [[0.170223, -0.109539, -0.215503], [-0.151055, -2.068463, 2.269207], [-0.410607, -0.687460, 1.900715], [-0.054337, 0.239392, 2.953961], [1.111940, 1.052988, 2.462678], [0.732751, 1.491128, 1.118603], [0.037441, 2.770270, 1.101060], [-0.716366, 2.849503, -0.203040], [-1.344472, 1.572833, -0.450808], [-2.712274, 1.523597, 0.038652], [0.897483, -2.192028, 2.535618], [-0.394083, -2.678920, 1.406679], [-0.806757, -2.334455, 3.096026], [0.196657, -0.304566, 3.863006], [-0.933608, 0.854693, 3.147690], [2.017011, 0.466321, 2.344878], [1.310756, 1.926648, 3.080287], [0.774865, 3.567258, 1.190278], [-0.636128, 2.800691, 1.958127], [-0.066807, 3.055402, -1.046921], [-1.471437, 3.633052, -0.156109], [-3.250412, 2.376989, -0.367846], [-2.722957, 1.550357, 1.129034], [-3.154474, 0.607358, -0.327861], [0.759130, -1.600061, -1.790488], [2.101239, -2.199921, -1.561433], [2.631736, -1.810518, -0.194107], [3.621378, -2.248388, 0.286385], [1.840718, -0.902867, 0.435065], [0.071577, -2.352110, -1.821009], [0.722784, -1.160991, -2.710386], [2.808924, -1.861399, -2.316464], [2.053754, -3.285765, -1.624978], [-1.485258, -1.106811, -0.417022], [-2.640111, -2.367643, -0.765911], [-4.031483, -1.541310, -1.736003], [-3.733629, -0.595834, -2.717195], [-4.768873, -0.065669, -3.468629], [-6.077980, -0.480574, -3.241691], [-6.363637, -1.420951, -2.262035], [-5.337803, -1.960747, -1.498255], [-3.223766, -3.025299, 0.904688], [-3.657537, -2.104913, 1.860804], [-4.129061, -2.570082, 3.075839], [-4.170423, -3.939017, 3.326988], [-3.750604, -4.848324, 2.367096], [-3.275245, -4.396841, 1.142545], [-1.757000, -3.700438, -1.788606], [-2.048592, -3.816922, -3.146872], [-1.391761, -4.782292, -3.899134], [-0.461353, -5.619399, -3.298239], [-0.179088, -5.507726, -1.939385], [-0.826759, -4.549319, -1.176268], [-2.714396, -0.271974, -2.890140], [-4.559499, 0.666204, -4.237631], [-6.881642, -0.065322, -3.835373], [-7.384023, -1.735580, -2.090662], [-5.558764, -2.693426, -0.731055], [-3.638019, -1.041188, 1.654966], [-4.481450, -1.872855, 3.824270], [-4.547291, -4.297753, 4.275767], [-3.801722, -5.910457, 2.564658], [-2.968733, -5.108968, 0.386870], [-2.788344, -3.175052, -3.609764], [-1.617450, -4.889227, -4.951559], [0.037393, -6.377693, -3.887619], [0.527660, -6.182759, -1.474451], [-0.628255, -4.486344, -0.111792], [-0.314027, 0.399251, -4.401677], [0.221810, 2.202426, -4.197523], [-0.322444, 3.127207, -5.074517], [0.050600, 4.462900, -4.992091], [0.962109, 4.881123, -4.036614], [1.508909, 3.961593, -3.151800], [1.130007, 2.627853, -3.237309], [2.110410, 1.313425, -1.932560], [-1.021819, 2.799511, -5.831370], [-0.368998, 5.173583, -5.691290], [1.264501, 5.918073, -3.982449], [2.240847, 4.278279, -2.419792]],
  "forces_ev_per_a": [[0.290, -0.113, 0.091], [-0.003, -0.012, 0.058], [0.024, -0.105, 0.008], [-0.006, 0.024, 0.044], [-0.034, 0.008, 0.026], [0.035, 0.039, -0.035], [-0.012, 0.014, -0.016], [-0.040, 0.012, 0.034], [0.077, 0.027, 0.040], [-0.021, 0.011, -0.022], [0.007, 0.006, -0.002], [-0.007, -0.024, -0.030], [-0.005, 0.000, 0.005], [-0.004, -0.011, 0.005], [-0.003, 0.003, 0.009], [0.016, -0.025, 0.000], [0.008, 0.018, -0.010], [0.003, 0.009, 0.010], [-0.002, -0.006, 0.007], [0.041, -0.014, -0.032], [-0.008, 0.004, -0.012], [0.000, 0.009, -0.002], [-0.005, 0.003, 0.010], [0.003, -0.002, 0.007], [0.054, -0.113, 0.107], [-0.062, 0.029, -0.006], [0.035, -0.118, -0.049], [0.008, 0.036, 0.033], [-0.081, 0.188, -0.041], [-0.029, 0.019, 0.012], [-0.023, 0.015, 0.024], [0.016, 0.006, -0.015], [0.004, -0.004, 0.005], [-0.191, -0.002, -0.284], [0.037, -0.028, 0.048], [0.031, 0.037, -0.007], [-0.086, -0.011, -0.021], [0.018, 0.010, -0.007], [-0.007, 0.010, -0.005], [-0.006, -0.008, 0.017], [-0.006, 0.016, -0.002], [0.002, -0.011, 0.008], [0.003, -0.049, 0.004], [-0.005, 0.018, 0.002], [-0.006, -0.007, 0.018], [0.007, -0.017, -0.022], [-0.033, 0.025, 0.029], [0.012, -0.013, 0.041], [0.032, 0.002, -0.004], [-0.009, 0.024, -0.010], [0.003, -0.015, -0.008], [0.002, 0.002, 0.016], [0.023, 0.009, -0.031], [0.027, -0.005, 0.003], [-0.004, -0.003, 0.006], [0.004, -0.005, 0.004], [0.004, 0.001, -0.001], [-0.006, 0.001, -0.004], [0.003, 0.011, 0.002], [0.001, -0.002, -0.002], [0.003, 0.002, -0.005], [-0.001, 0.004, 0.001], [-0.014, -0.002, 0.014], [-0.009, -0.011, -0.012], [-0.003, -0.003, 0.002], [-0.002, 0.005, 0.004], [-0.001, 0.006, -0.003], [0.014, 0.007, -0.003], [0.021, -0.018, 0.008], [-0.047, 0.042, -0.026], [0.017, 0.082, -0.012], [-0.049, -0.062, -0.044], [0.054, -0.013, 0.063], [0.008, 0.019, -0.012], [0.031, 0.032, -0.060], [-0.136, -0.027, 0.033], [-0.001, 0.007, 0.000], [-0.001, -0.005, 0.005], [0.000, -0.008, 0.002], [-0.010, 0.018, -0.011]],
  "spin_multiplicity": 3,
  "charge": 3,
  "homo_ev": [-16.839, -16.971],
  "de_lowest_kj_mol": 0.0,
  "fmax_ev_per_a": 0.34,
  "orbital_gap_ev": [8.13, 8.20],
  "s2": 2.009,
  "e_tot_ev": -188341.8541
}

Record 3
{
  "formula": "C3H5BN2O2",
  "method": "ωB97M-V/def2-TZVPD",
  "elements": ["B", "C", "C", "C", "N", "N", "O", "O", "H", "H", "H", "H", "H"],
  "positions_angstrom": [[-0.572977, 0.800289, 0.014428], [0.087797, -1.567114, 0.342613], [1.730001, 0.136050, 0.016526], [-0.882261, -0.719598, -0.428664], [1.277652, -1.207922, 0.424383], [0.797051, 1.070770, 0.208794], [2.887874, 0.357158, -0.234528], [-1.444981, 1.866966, 0.261449], [-0.055989, -2.565464, 0.695577], [-1.948084, -0.946252, -0.313812], [-0.652427, -1.077536, -1.451222], [1.184790, 2.056421, 0.147475], [-2.408449, 1.796235, 0.316987]],
  "forces_ev_per_a": [[-1.731, 0.197, -0.214], [-4.291, -2.309, 1.750], [3.048, -2.973, 1.603], [-0.375, 0.161, -0.514], [4.083, 4.601, -1.914], [-0.764, 2.987, -0.416], [0.315, 0.170, -0.351], [0.500, -0.637, -0.060], [-0.838, -0.683, 0.070], [0.330, -0.401, 0.504], [-0.224, 1.160, -0.393], [-0.665, -1.803, 0.238], [0.612, -0.471, -0.302]],
  "spin_multiplicity": 3,
  "homo_ev": [-5.751, -10.479],
  "de_lowest_kj_mol": 0.0,
  "fmax_ev_per_a": 6.44,
  "orbital_gap_ev": [6.08, 7.51],
  "s2": 2.008,
  "e_tot_ev": -10941.7177
}